The following is a DFT calculation (the ωB97M-V functional and the def2-TZVPD basis) of a molecular structure, C3H4CoLiO3 at a distorted geometry.

```
12
Properties=species:S:1:pos:R:3:mulliken_spin:R:1
O 0.13004 1.33598 0.25773 -0.0066
C 1.35103 0.82382 0.13651 0.0564
C -0.94757 0.46784 0.43117 0.0647
O 2.31927 1.60559 0.07568 -0.0007
O 1.51164 -0.43216 0.02193 -0.1215
C -1.72550 0.11137 -0.59300 -0.0148
H -1.12272 0.19768 1.47493 -0.0024
H -1.56101 0.50386 -1.59787 0.0029
H -2.58657 -0.52831 -0.39617 0.0040
Li 0.19620 -1.75761 -0.41265 0.0580
Co 3.47127 -0.02731 -0.15866 4.0125
H -1.03609 -2.30073 0.76038 0.9476
```

Properties
- LUMO level (spin up / spin down) (eV) = -4.11 / -6.80
- <S²> = 8.755
- net charge = +1
- Kohn-Sham gap (spin up / spin down) (eV) = 6.8 / 8.6
- multiplicity = 6